[1]
Below is a 19-piece molecular cluster, H39O19 overall, with properties calculated with ωB97M-V/def2-TZVPD.

```
! RIJCOSX wB97M-V def2-TZVPD def2/J DEFGRID3
* xyz 1 1
O -2.883 -1.073 -2.280
H 0.918 -1.434 1.431
H -3.232 -0.858 -3.179
O 3.422 0.099 -1.454
H 2.627 0.485 -1.080
H 3.454 0.402 -2.437
O -0.766 3.174 0.034
H 1.852 1.273 1.460
H 0.201 2.739 0.197
O 2.714 -2.856 -0.010
H 2.277 -3.633 0.288
H -1.665 1.017 2.532
O 4.113 1.498 0.414
H 3.399 1.664 -0.268
H 4.789 1.108 -0.193
O 0.719 0.739 -1.388
H 0.466 0.131 -0.689
H 0.157 0.455 -2.241
O -2.174 -1.692 3.201
H 2.450 -1.540 0.530
H -2.085 -1.494 4.096
O 1.598 -0.874 0.978
H -2.675 -2.426 3.221
O -1.037 -0.471 -3.947
H -1.376 0.422 -3.878
H -0.991 -0.850 -3.041
O 2.970 -0.570 -3.857
H 2.216 -0.889 -4.537
H -0.847 2.907 -2.252
O -1.441 -1.656 -0.094
H -1.213 2.415 -0.438
H -1.357 -2.598 -0.590
O -1.909 1.902 2.188
H -1.996 2.426 3.055
H -0.895 -0.994 -0.200
O 0.998 1.681 1.340
H 3.177 -1.491 -3.620
H -3.039 -0.229 -1.934
O 2.669 0.721 3.271
H 2.895 1.390 3.917
H 3.681 -2.939 -0.052
O 0.182 0.942 4.423
H 0.037 0.042 4.458
H -1.401 2.994 0.823
O -0.237 -3.791 -1.614
H -2.869 1.220 0.572
H -0.654 -4.508 -0.954
O -3.132 1.991 -0.010
H -0.536 -4.009 -2.528
H -3.645 2.426 0.730
O -1.233 1.973 -2.072
H -2.108 2.263 -1.709
H 1.112 1.134 4.621
O -4.057 -0.549 0.060
H -4.675 -1.255 -0.060
H -3.112 -0.803 -0.027
H 0.693 0.975 2.139
H 3.454 0.874 2.649
*
```

Output
Strongest force on any atom ... 0.18950 Eh/bohr
HOMO energy ... -12.312 eV
Energy relative to the best compared isomer or geometry (same formula, charge and spin) ... 150.7 kcal per mole
Gap between HOMO and LUMO ... 9.699 eV


[2]
Below is a 20-piece molecular cluster, H39O20 overall, with properties calculated with ωB97M-V/def2-TZVPD.

```
! RIJCOSX wB97M-V def2-TZVPD def2/J DEFGRID3
* xyz 0 2
O 1.636 -2.991 3.910
H -0.884 -1.278 1.653
O 3.661 3.104 0.271
H 4.430 2.525 0.143
H 2.954 2.769 0.848
O -0.726 -3.623 4.415
H -1.340 -2.937 4.076
H -0.607 -4.013 3.555
O 2.178 4.245 -1.778
H 3.102 3.920 -1.465
H -3.067 5.162 0.237
O -3.580 4.645 0.880
H 1.046 -3.788 4.023
H -3.464 3.690 0.676
O -3.757 -3.092 0.872
H 2.095 -3.423 3.193
H 2.089 3.847 -2.633
O 2.129 2.007 -5.152
H 2.426 1.332 -4.384
H 1.423 2.299 -4.548
O -2.832 -1.722 -4.823
H -2.823 -2.662 1.080
H 3.769 -1.255 2.596
O -0.860 2.743 -2.691
H -0.154 2.403 -2.129
H -1.591 2.252 -3.058
O 1.149 3.308 4.952
H 2.084 3.497 4.637
H 1.410 2.392 5.135
O -2.008 -2.371 -2.355
H 2.097 -0.613 -3.277
H -1.289 -2.996 -2.401
O -1.540 -1.801 1.148
H -0.165 -1.986 -0.382
H -4.439 -2.406 0.855
O 2.484 0.251 -3.259
H 3.190 0.596 -2.752
H -2.630 -1.890 -3.916
O 4.482 -0.604 2.588
H -3.310 -0.991 -5.171
H 4.910 -0.827 1.763
O 2.938 1.745 3.873
H 3.298 1.148 3.192
H 2.854 1.123 4.641
O -0.669 -3.951 1.681
H -0.110 -3.905 0.923
H -1.251 -3.038 1.583
O 0.712 -2.370 -0.735
H -2.577 -2.404 -1.585
H 0.617 -3.206 -0.282
O -1.645 1.108 2.530
H -1.668 0.202 2.156
H -0.746 1.394 2.657
O 0.526 -0.747 -4.665
H -0.308 -1.179 -4.933
H 0.530 0.193 -4.610
O -5.005 1.454 -1.295
H -5.699 1.517 -1.961
H -5.475 1.200 -0.503
*
```

Output
Strongest force on any atom ... 0.08667 Eh/bohr
Expectation value of S² ... 0.759
HOMO energy (alpha / beta) ... -10.600 / -10.600 eV
Energy relative to the best compared isomer or geometry (same formula, charge and spin) ... 65.0 kcal per mole
Gap between HOMO and LUMO (alpha / beta) ... 9.364 / 4.237 eV


[3]
Below is H3IN2 as an isolated structure, with properties calculated with ωB97M-V/def2-TZVPD.

```
! RIJCOSX wB97M-V def2-TZVPD def2/J DEFGRID3
* xyz 0 1
N 0.137 0.193 -0.205
N -0.368 -0.952 -0.580
I -2.702 -0.106 -1.916
H 0.825 0.596 -0.760
H 0.002 0.469 0.789
H -0.733 -1.493 0.310
*
```

Output
Strongest force on any atom ... 0.07314 Eh/bohr
HOMO energy (alpha / beta) ... -8.966 / -8.460 eV
Energy relative to the best compared isomer or geometry (same formula, charge and spin) ... 16.2 kcal per mole
Gap between HOMO and LUMO (alpha / beta) ... 8.769 / 6.760 eV


[4]
Below is H3IN2 as an isolated structure, with properties calculated with ωB97M-V/def2-TZVPD.

```
! RIJCOSX wB97M-V def2-TZVPD def2/J DEFGRID3
* xyz 0 1
N -0.656 0.524 -0.224
N 0.127 0.003 0.740
I 1.957 -0.217 -0.155
H -1.501 0.894 0.174
H -0.173 1.206 -0.841
H 0.246 -2.411 0.307
*
```

Output
Strongest force on any atom ... 0.02247 Eh/bohr
HOMO energy (alpha / beta) ... -8.383 / -9.282 eV
Energy relative to the best compared isomer or geometry (same formula, charge and spin) ... 82.7 kcal per mole
Gap between HOMO and LUMO (alpha / beta) ... 7.945 / 9.329 eV


[5]
Below is one molecule with the formula H3IN2, with properties calculated with ωB97M-V/def2-TZVPD.

```
! RIJCOSX wB97M-V def2-TZVPD def2/J DEFGRID3
* xyz 0 1
N -1.235 1.036 -0.168
N 1.843 -1.009 -0.476
I 0.847 0.545 0.234
H -1.732 1.079 0.662
H -1.717 0.134 -0.483
H 1.994 -1.785 0.231
*
```

Output
Strongest force on any atom ... 0.06993 Eh/bohr
HOMO energy (alpha / beta) ... -9.054 / -9.053 eV
Energy relative to the best compared isomer or geometry (same formula, charge and spin) ... 60.7 kcal per mole
Gap between HOMO and LUMO (alpha / beta) ... 8.183 / 8.182 eV


[6]
Below is one molecule with the formula H3IN2O2S, with properties calculated with ωB97M-V/def2-TZVPD.

```
! RIJCOSX wB97M-V def2-TZVPD def2/J DEFGRID3
* xyz 0 1
N -0.499 0.386 -0.279
N 1.216 -0.610 1.552
O 2.075 0.162 -0.669
O 1.379 1.837 0.877
S 1.166 0.575 0.324
I 2.891 -0.332 2.544
H -1.123 0.471 0.516
H -0.605 1.213 -0.854
H 1.076 -1.469 1.026
*
```

Output
Strongest force on any atom ... 0.06103 Eh/bohr
HOMO energy ... -9.564 eV
Energy relative to the best compared isomer or geometry (same formula, charge and spin) ... 5.2 kcal per mole
Gap between HOMO and LUMO ... 9.200 eV


Ordered E_tot results: -1452.4980 -1527.8944 -408.9094 -408.8033 -408.8384 -957.6161; unit Eh.